A cluster of 2 separate species, C7H11N2O4 in total at a distorted geometry, computed with the ωB97M-V functional and the def2-TZVPD basis.

Last columns: bonded neighbours and bond lengths (Å).
Positions of all 24 atoms, in Å:
1 H 1.6035 0.6660 1.3137  O10 0.996
2 C 4.2687 0.4020 2.8383  O9 1.250, O19 1.268, O23 1.270
3 H -3.9720 -2.2373 -1.1411  N22 1.024
4 C -1.7933 0.2354 -0.6983  N6 1.458, C11 1.557, C18 1.610
5 H -2.0929 0.7609 1.4733  N6 1.029
6 N -2.3415 0.1939 0.6520  C4 1.458, H5 1.029, C12 1.471
7 H 2.5466 0.1754 -0.4788  C16 1.150
8 H 0.2164 -0.5745 -2.2135  C24 1.159
9 O 3.3306 1.1182 2.4250  C2 1.250
10 O 0.9789 0.0008 0.9148  H1 0.996, C16 1.450
11 C -2.4410 -0.8014 -1.6623  C4 1.557, H15 1.135, N22 1.466
12 C -3.3385 -0.8828 0.5478  N6 1.471, H17 1.134, N22 1.451
13 H -0.9597 2.0047 -1.8818  C18 1.155
14 H 1.5149 -1.4414 -0.4993  C16 1.152
15 H -2.1696 -0.9633 -2.7523  C11 1.135
16 C 1.4990 -0.2938 -0.4061  H7 1.150, O10 1.450, H14 1.152, C24 1.618
17 H -3.9909 -1.2744 1.3888  C12 1.134
18 C -0.6068 1.2574 -1.0743  C4 1.610, H13 1.155, H21 1.142, C24 1.625
19 O 5.0864 0.7388 3.7470  C2 1.268
20 H 1.2494 0.9401 -2.3559  C24 1.153
21 H -0.3330 1.8733 -0.1528  C18 1.142
22 N -3.4033 -1.4667 -0.7790  H3 1.024, C11 1.466, C12 1.451
23 O 4.5324 -0.7622 2.4045  C2 1.270
24 C 0.6157 0.3310 -1.6097  H8 1.159, C16 1.618, C18 1.625, H20 1.153

## Properties
Spin multiplicity: 1
Orbital gap in eV: 1.753
ΔE to the lowest compared entry with this formula, charge and spin in kcal per mole: 186.8
Net charge: -1

---

The ion C7H11N2S with charge +1 at a distorted geometry, computed with the ωB97M-V functional and the def2-TZVPD basis.

Last columns: bonded neighbours and bond lengths (Å).
Positions of all 21 atoms, in Å:
1 H 1.9706 1.2940 -1.1249  C4 1.191
2 H -1.6109 -0.1950 -1.2187  C15 1.039
3 H -0.2808 -2.8183 1.6242  C18 1.129
4 C 1.1351 0.4764 -0.8961  H1 1.191, C8 1.530, S13 1.789, N14 1.388
5 C 0.8470 -1.0703 1.1328  H12 1.076, S13 1.771, C18 1.444
6 H -2.1239 -2.2945 -0.0463  C9 1.005
7 H -1.5731 1.4759 1.1776  C19 1.157
8 C 0.2932 1.0180 0.2607  C4 1.530, N11 1.352, C19 1.311
9 C -1.4029 -1.6442 0.2119  H6 1.005, C15 1.487, C18 1.343
10 H 0.3018 2.6143 1.5049  N11 1.057
11 N 0.9437 1.9517 0.9900  C8 1.352, H10 1.057, H21 1.012
12 H 1.4391 -1.2371 2.0153  C5 1.076
13 S 2.1084 -0.7805 -0.0754  C4 1.789, C5 1.771
14 N 0.4654 0.1569 -2.0688  C4 1.388, H16 1.001, H20 1.066
15 C -1.7193 -0.2467 -0.1870  H2 1.039, C9 1.487, H17 1.072, C19 1.429
16 H 0.5753 0.8455 -2.7872  N14 1.001
17 H -2.7310 -0.0367 0.0997  C15 1.072
18 C -0.3220 -1.9020 0.9654  H3 1.129, C5 1.444, C9 1.343
19 C -0.9723 0.7643 0.4917  H7 1.157, C8 1.311, C15 1.429
20 H 0.9073 -0.6791 -2.5620  N14 1.066
21 H 1.7492 2.3075 0.4922  N11 1.012

## Properties
Spin multiplicity: 1
Orbital gap (spin up / spin down) in eV: 6.792 / 6.795
ΔE to the lowest compared entry with this formula, charge and spin in kcal per mole: 93.7
Net charge: +1

---

An isolated molecule of C7H11N3 at a distorted geometry, computed with the ωB97M-V functional and the def2-TZVPD basis.

Last columns: bonded neighbours and bond lengths (Å).
Positions of all 21 atoms, in Å:
1 C 0.8248 0.4352 1.3168  H9 0.998, C13 1.404, N21 1.329
2 N -0.5332 -0.9620 0.0019  C13 1.310, C17 1.499
3 H -2.9929 0.3730 0.4503  C6 1.000
4 H -1.7865 -1.6401 -1.4428  C17 1.115
5 H 2.9131 2.1058 0.6712  C18 1.078
6 C -2.6720 0.2240 -0.4853  H3 1.000, H14 1.045, H15 1.088, C17 1.597
7 H 1.7443 -0.1306 -1.5896  C16 1.031
8 H 2.7645 1.8368 -0.9179  C18 1.003
9 H 1.0277 0.8490 2.2022  C1 0.998
10 H 1.6147 2.6391 -0.1789  C18 1.072
11 N 1.6132 -3.0510 -0.0659  C20 1.161
12 H -2.2916 -1.9499 0.4139  C17 1.182
13 C -0.3757 -0.2586 1.0954  C1 1.404, N2 1.310, H19 1.156
14 H -2.0849 0.9669 -0.9262  C6 1.045
15 H -3.4603 0.0155 -1.2054  C6 1.088
16 C 1.5035 -0.5202 -0.6657  H7 1.031, C20 1.447, N21 1.337
17 C -1.9490 -1.1986 -0.4315  N2 1.499, H4 1.115, C6 1.597, H12 1.182
18 C 2.2203 1.7603 -0.0793  H5 1.078, H8 1.003, H10 1.072, N21 1.471
19 H -1.1527 -0.0394 1.9231  C13 1.156
20 C 1.4851 -1.9240 -0.3158  N11 1.161, C16 1.447
21 N 1.5877 0.4688 0.2296  C1 1.329, C16 1.337, C18 1.471

## Properties
Spin multiplicity: 1
Orbital gap (spin up / spin down) in eV: 7.861 / 7.862
ΔE to the lowest compared entry with this formula, charge and spin in kcal per mole: 93.7

---

A cluster of 2 separate species, C7H11N3O2 in total at a distorted geometry, computed with the ωB97M-V functional and the def2-TZVPD basis.

Last columns: bonded neighbours and bond lengths (Å).
Positions of all 23 atoms, in Å:
1 H 0.0216 -1.4944 2.0092  N5 0.963
2 C 0.9378 -2.7870 0.7326  N5 1.378, O10 1.182, N18 1.388
3 H -2.8507 4.5501 1.7463  N12 1.026
4 H 0.4928 2.4471 -0.8862  C13 1.053
5 N 0.6072 -1.5519 1.2469  H1 0.963, C2 1.378, C17 1.412
6 H 1.4496 -3.4412 -2.4373  C15 1.089
7 H -0.0762 2.4142 1.6375  C11 1.163
8 H 1.2593 -4.6086 -1.0243  C15 1.015
9 C -0.0112 0.6137 0.2526  C11 1.465, C13 1.537, C17 1.304
10 O 1.1206 -3.7647 1.3710  C2 1.182
11 C -0.6794 1.7435 0.9034  H7 1.163, C9 1.465, C13 1.560, H19 1.125
12 N -2.6634 4.6466 0.7423  H3 1.026, H20 1.042, H22 1.009
13 C -0.3261 1.8442 -0.6125  H4 1.053, C9 1.537, C11 1.560, H23 1.125
14 O 0.9287 -1.0458 -2.2485  C16 1.192
15 C 1.6744 -3.7740 -1.4252  H6 1.089, H8 1.015, N18 1.462, H21 1.074
16 C 0.8795 -1.4123 -1.1150  O14 1.192, C17 1.611, N18 1.367
17 C 0.4584 -0.6026 0.2122  N5 1.412, C9 1.304, C16 1.611
18 N 1.1472 -2.6635 -0.6335  C2 1.388, C15 1.462, C16 1.367
19 H -1.7846 1.7935 1.1089  C11 1.125
20 H -2.1167 3.8902 0.2798  N12 1.042
21 H 2.7186 -3.9087 -1.2121  C15 1.074
22 H -2.0568 5.4526 0.7285  N12 1.009
23 H -1.1305 1.6590 -1.3766  C13 1.125

## Properties
Spin multiplicity: 1
Orbital gap in eV: 9.894
ΔE to the lowest compared entry with this formula, charge and spin in kcal per mole: 32.8